Record 1
Entry from OMol25: 4 unconnected molecules or ions with the total composition C5H16NO5 in a non-equilibrium geometry (ωB97M-V/def2-TZVPD).

**Net charge**: -1
**E_tot**: -17172.350 eV
**Largest force on an atom**: 2.1 eV/A
**E_LUMO**: 3.52 eV

```
27
Properties=species:S:1:pos:R:3:forces:R:3
C 1.179 0.770 -0.602 0.2 -0.2 1.8
N -0.271 0.258 -0.571 -0.1 0.3 0.3
C -0.358 -1.115 -1.019 -0.3 -0.6 -1.6
C -0.941 -1.190 -2.476 0.5 -0.6 0.8
C -0.817 0.460 0.787 -0.2 -1.3 -1.6
C 0.036 1.581 1.312 -0.3 0.3 1.2
O 1.315 1.462 0.805 -0.5 -0.7 -0.9
O 2.065 -0.142 -0.682 0.3 0.2 -0.7
H 1.268 1.663 -1.239 -0.2 -0.2 -0.5
H -0.987 -1.779 -0.417 0.0 0.5 0.5
H 0.633 -1.565 -1.051 0.2 0.1 0.2
H -1.925 -1.665 -2.459 -0.3 0.6 -0.2
H -0.360 -1.845 -3.130 0.3 0.2 0.1
H -0.888 -0.169 -2.832 -0.5 0.0 -0.5
H -1.907 0.569 0.734 0.0 0.9 0.1
H -0.765 -0.499 1.303 0.6 0.5 0.5
H 0.088 1.482 2.402 -0.1 0.4 0.1
H -0.396 2.557 1.032 -0.2 0.0 0.3
H 2.736 -2.332 1.096 0.1 -0.1 -0.1
H 2.473 -0.855 0.712 0.8 -0.2 -0.3
O 3.009 -1.444 1.337 -0.6 0.1 0.4
H 0.923 -1.253 2.414 0.1 -0.1 0.2
H -0.279 -2.149 2.203 0.0 -0.1 -0.1
O 0.178 -1.661 2.890 0.3 -0.1 0.2
H -1.343 3.297 -0.582 -0.1 -0.2 -0.1
H -2.446 2.315 -0.981 0.3 -0.1 0.0
O -2.217 3.249 -0.987 -0.2 0.3 0.0
```
Forces are in eV/Å.

Record 2
Entry from OMol25: a gas-phase ion, C4H11N6 (charge +1) in a non-equilibrium geometry (ωB97M-V/def2-TZVPD).

**Net charge**: +1
**E_tot**: -13256.414 eV
**Largest force on an atom**: 4.5 eV/A
**E_LUMO (alpha / beta)**: -3.20 / -3.20 eV

```
21
Properties=species:S:1:pos:R:3:forces:R:3
C -0.230 -0.440 -1.331 0.3 1.2 2.7
C -1.359 -1.352 0.454 -2.1 -2.1 1.9
C 0.895 -0.450 1.084 0.7 1.5 -0.9
C 1.422 2.787 -0.385 0.3 1.8 4.0
N 0.258 -0.212 -2.405 0.9 0.3 -2.2
N -0.355 -1.196 1.266 2.8 0.7 3.5
N 0.563 0.734 0.351 -1.1 -0.9 -2.8
N -1.276 -1.268 -0.869 0.2 0.9 -0.5
N -2.507 -1.868 0.970 -0.2 0.2 -0.4
N 1.591 1.406 -0.139 1.2 -3.7 -1.2
H 1.370 0.000 1.953 -0.9 -0.6 1.3
H 1.746 -1.011 0.730 -0.1 -0.9 -0.9
H 2.065 3.112 -1.188 -0.4 0.4 -0.2
H 0.364 3.064 -0.315 0.1 -0.2 -1.2
H 1.735 3.277 0.675 0.0 -0.4 -2.6
H 0.076 -0.616 -3.348 -0.1 0.2 1.1
H -0.365 -1.377 2.305 -1.3 -0.2 -1.9
H -2.167 -1.241 -1.343 -0.1 -0.2 -0.4
H -2.850 -1.948 1.910 1.1 0.4 0.6
H -3.232 -2.218 0.385 -0.1 0.0 -1.0
H 2.258 0.816 -0.760 -1.3 1.6 1.3
```
Forces are in eV/Å.

Record 3
Entry from OMol25: 2 unconnected molecules or ions with the total composition CH3O4Si in a non-equilibrium geometry (ωB97M-V/def2-TZVPD).

**Net charge**: -1
**E_tot**: -17155.902 eV
**Largest force on an atom**: 3.9 eV/A
**E_LUMO**: 3.86 eV

```
9
Properties=species:S:1:pos:R:3:forces:R:3
C -0.962 1.876 0.308 0.6 -0.6 -0.6
O -1.429 1.137 1.308 -0.1 -0.5 0.3
O -1.232 3.001 0.007 -0.2 0.9 -0.1
O -0.964 -1.043 -0.583 0.5 0.0 0.1
O 1.578 -1.983 -1.004 3.3 1.7 1.1
Si -0.359 0.124 0.239 -2.6 0.8 -0.2
H 2.006 -1.195 -0.491 -1.3 -2.3 -1.4
H 0.645 -1.843 -0.906 -1.8 0.4 0.2
H 0.718 -0.075 1.123 1.5 -0.4 0.7
```
Forces are in eV/Å.